The following is a DFT calculation (ωB97M-V/def2-TZVPD) of a 2-piece molecular cluster, C4H10OS overall in a non-equilibrium geometry.

## Properties
max |F|	1.0	eV/Å
orbital gap	9.4	eV
HOMO energy	-8.6	eV
SMILES	C=CO.CCS
total energy	-631.7800	hartree

Cartesian coordinates (Å):
C1 1.493 1.609 0.458
C2 1.687 0.193 0.967
S1 1.574 -0.914 -0.489
H1 2.408 2.060 0.062
H2 0.781 1.592 -0.366
H3 1.114 2.286 1.218
H4 0.916 -0.123 1.666
H5 2.643 0.046 1.457
H6 1.772 -2.086 0.130
C3 -2.472 -1.343 -0.064
C4 -1.804 -0.667 -0.992
O1 -1.757 0.701 -0.948
H7 -2.352 -2.413 -0.009
H8 -3.143 -0.825 0.606
H9 -1.467 -1.128 -1.914
H10 -1.393 1.011 -1.782

Cartesian forces (eV/Å) of the 6 atoms listed first:
0.1 0.3 -0.3
0.0 -0.5 -0.1
0.3 0.1 0.0
0.0 -0.3 0.1
-0.2 0.2 0.1
-0.1 -0.1 0.2